Computed, not measured: 7 unconnected molecules or ions with the total composition C41H36BBrN8O13, with the ωB97M-V functional and the def2-TZVPD basis.

**E_HOMO**: -9.609 eV
**Net charge**: 0
**SMILES**: CB(O)[C@@H](C#N)[C@@H](Br)C#N.O=[N+]([O-])c1ccccc1.O=[N+]([O-])c1ccccc1.O=[N+]([O-])c1ccccc1.O=[N+]([O-])c1ccccc1.O=[N+]([O-])c1ccccc1.O=[N+]([O-])c1ccccc1
**Kohn-Sham gap**: 0.31137 Eh
**Calculated total energy**: -152342.00419 eV

The geometry in XYZ format:
```
100
Properties=species:S:1:pos:R:3:forces:R:3:mulliken_charge:R:1
C 7.1321 4.2524 5.8667 -0.818 -0.252 -0.270 -1.021
B 6.0226 4.8529 4.9122 0.467 0.097 -0.013 0.338
O 6.3310 5.8190 4.0114 -0.114 -0.024 0.172 -0.535
C 4.4938 4.3830 4.9981 0.425 -0.620 -0.623 0.233
C 3.6556 5.1432 4.0633 -0.286 0.662 1.154 -0.049
N 2.9774 5.9238 3.5625 0.086 -0.267 -0.424 -0.473
C 4.3684 2.8372 4.7601 -0.997 0.883 0.219 -0.043
Br 3.3194 1.9552 6.1705 -0.481 1.562 0.208 -0.100
C 3.6604 2.5622 3.5082 0.730 -1.006 -0.028 0.228
N 3.2431 2.1193 2.5343 -0.239 0.355 -0.048 -0.425
H 6.7883 3.2958 6.2701 0.215 0.054 0.191 0.328
H 7.2669 4.9446 6.7028 0.198 -0.090 0.005 0.327
H 8.0729 4.0854 5.3403 0.081 0.132 0.145 0.340
H 7.2492 6.0993 4.0906 0.000 0.013 -0.162 0.305
H 4.1855 4.5748 6.0287 -0.212 0.174 -0.123 0.325
H 5.3289 2.3413 4.7566 0.019 -0.119 -0.048 0.270
O 2.2080 -0.6261 -4.5826 -0.040 -0.005 -0.023 -0.634
N 1.7002 0.4275 -4.2576 0.050 0.003 0.009 1.161
O 1.3897 1.3084 -5.0401 0.239 0.087 0.149 -0.690
C 1.4434 0.6586 -2.8315 -0.021 0.024 0.249 0.073
C 1.8192 -0.3079 -1.9134 0.103 -0.181 0.091 -0.458
C 1.5977 -0.0734 -0.5658 -0.069 0.122 -0.060 -0.516
C 1.0007 1.1120 -0.1551 -0.011 -0.045 0.066 -0.433
C 0.6205 2.0628 -1.0903 0.041 -0.056 0.098 -0.432
C 0.8432 1.8409 -2.4380 -0.102 0.250 -0.126 -0.265
H 2.2828 -1.2282 -2.2365 -0.008 0.048 -0.130 0.467
H 1.8941 -0.8128 0.1653 0.010 -0.007 -0.014 0.389
H 0.8342 1.2983 0.8972 0.053 -0.005 0.005 0.393
H 0.1537 2.9832 -0.7678 -0.020 0.006 -0.050 0.363
H 0.5489 2.5880 -3.1609 0.032 -0.072 -0.077 0.569
O -5.9145 -0.7287 -6.8880 -0.041 -0.011 0.042 -0.593
N -5.4162 0.3640 -6.6964 0.008 -0.006 -0.013 1.049
O -6.0413 1.4028 -6.6218 0.001 -0.013 0.021 -0.628
C -3.9546 0.4271 -6.5454 0.217 -0.001 0.003 -0.013
C -3.2152 -0.7377 -6.6618 0.018 -0.219 -0.034 -0.100
C -1.8366 -0.6715 -6.5390 -0.014 0.152 0.034 -0.701
C -1.2159 0.5488 -6.2999 -0.066 -0.104 -0.095 -0.479
C -1.9756 1.7057 -6.1768 0.023 -0.134 -0.005 -0.570
C -3.3545 1.6495 -6.3003 0.017 0.242 0.043 -0.440
H -3.6978 -1.6863 -6.8484 -0.095 0.063 -0.030 0.488
H -1.2455 -1.5723 -6.6324 -0.028 -0.018 0.012 0.438
H -0.1400 0.6006 -6.2105 -0.136 -0.015 -0.097 0.639
H -1.4903 2.6538 -5.9872 -0.012 0.003 0.012 0.452
H -3.9462 2.5482 -6.2074 -0.112 -0.078 -0.030 0.468
O -0.2802 5.0423 -2.4958 -0.006 -0.028 -0.013 -0.595
N -0.0726 5.8889 -1.6456 -0.033 -0.033 0.032 1.054
O -0.9395 6.4560 -1.0153 0.002 0.001 -0.014 -0.613
C 1.3263 6.2406 -1.3609 0.213 0.064 0.024 0.019
C 2.3343 5.6320 -2.0875 0.086 -0.151 -0.161 -0.098
C 3.6496 5.9792 -1.8274 -0.001 0.086 0.104 -0.550
C 3.9401 6.9201 -0.8479 -0.027 -0.005 -0.007 -0.463
C 2.9163 7.5135 -0.1217 0.084 -0.056 -0.093 -0.416
C 1.5980 7.1747 -0.3779 -0.055 0.158 0.164 -0.430
H 2.1059 4.8995 -2.8476 -0.123 0.026 0.022 0.464
H 4.4487 5.5166 -2.3903 -0.020 -0.020 -0.009 0.397
H 4.9687 7.1920 -0.6496 -0.003 -0.010 0.011 0.393
H 3.1448 8.2418 0.6436 -0.028 -0.029 0.032 0.383
H 0.7998 7.6352 0.1846 -0.082 -0.079 -0.065 0.462
O 5.0700 0.2072 5.1898 0.073 -1.545 0.181 -0.560
N 4.6641 -0.7954 5.7829 0.599 0.027 -0.382 0.985
O 3.6416 -0.8886 6.4242 0.087 0.028 -0.215 -0.594
C 5.5103 -1.9957 5.7058 0.217 -0.145 -0.008 0.142
C 6.7066 -1.9338 5.0140 0.176 0.077 -0.115 -0.245
C 7.5096 -3.0614 4.9625 -0.064 -0.093 0.071 -0.536
C 7.1083 -4.2307 5.5951 -0.007 0.007 0.001 -0.452
C 5.8993 -4.2775 6.2771 0.112 0.039 -0.074 -0.434
C 5.0916 -3.1537 6.3358 -0.136 -0.137 0.131 -0.346
H 7.0164 -1.0240 4.5221 -0.115 0.046 0.046 0.426
H 8.4503 -3.0277 4.4305 -0.008 0.019 -0.011 0.373
H 7.7401 -5.1083 5.5571 -0.007 0.000 -0.008 0.381
H 5.5875 -5.1898 6.7663 -0.021 0.011 0.005 0.373
H 4.1523 -3.1868 6.8676 -0.009 0.124 -0.030 0.443
O -3.0733 -4.1083 -4.8982 -0.012 -0.004 -0.004 -0.613
N -3.8688 -4.7597 -4.2487 0.051 -0.008 -0.015 1.042
O -3.7225 -5.9296 -3.9553 0.006 0.014 0.019 -0.619
C -5.0926 -4.0856 -3.7894 -0.169 0.060 0.091 -0.069
C -5.3002 -2.7653 -4.1373 0.083 0.268 -0.130 -0.115
C -6.4617 -2.1349 -3.7245 -0.123 -0.034 0.124 -0.417
C -7.3982 -2.8264 -2.9679 0.071 -0.044 -0.004 -0.621
C -7.1719 -4.1527 -2.6169 0.063 0.055 -0.313 -0.386
C -6.0116 -4.7900 -3.0301 -0.099 -0.125 0.099 -0.351
H -4.5748 -2.2229 -4.7244 0.072 -0.123 -0.013 0.411
H -6.6379 -1.1030 -3.9963 0.012 -0.010 -0.041 0.389
H -8.3079 -2.3330 -2.6507 0.002 -0.011 0.008 0.418
H -7.9000 -4.6876 -2.0273 0.115 0.048 -0.270 0.494
H -5.8335 -5.8213 -2.7620 0.104 0.000 -0.090 0.467
O -9.4523 -6.1820 0.9607 0.015 -0.007 -0.016 -0.601
N -8.4514 -5.5354 0.7381 -0.056 0.040 0.029 1.035
O -8.3606 -4.6681 -0.1125 -0.211 -0.061 0.514 -0.657
C -7.2542 -5.8173 1.5427 0.199 -0.036 0.110 0.078
C -7.3027 -6.8192 2.4946 -0.096 -0.180 0.126 -0.419
C -6.1641 -7.0952 3.2339 0.095 0.090 -0.045 -0.411
C -5.0001 -6.3690 3.0167 -0.016 0.003 -0.007 -0.415
C -4.9725 -5.3604 2.0626 -0.035 -0.107 0.084 -0.527
C -6.1060 -5.0794 1.3172 0.139 0.165 -0.119 -0.182
H -8.2092 -7.3821 2.6609 -0.056 0.070 -0.106 0.450
H -6.1835 -7.8794 3.9781 -0.024 -0.001 -0.004 0.370
H -4.1110 -6.5910 3.5923 -0.005 0.005 0.003 0.376
H -4.0662 -4.7945 1.8966 -0.014 0.013 -0.020 0.376
H -6.0868 -4.2974 0.5717 -0.123 -0.041 -0.035 0.488
```
Forces are in eV/Å.

Computed, not measured: a molecular structure, C16H30I2N2O3RhS3Sc, with the ωB97M-V functional and the def2-TZVPD basis.

**E_HOMO (spin up / spin down)**: -20.129 / -20.897 eV
**Net charge**: +4
**Kohn-Sham gap (spin up / spin down)**: 0.17692 / 0.17230 Eh
**Calculated total energy**: -98565.57763 eV
**Multiplicity**: 5

The geometry in XYZ format:
```
58
Properties=species:S:1:pos:R:3:forces:R:3:nbo_charge:R:1
I 0.7060 2.3284 -0.6160 -0.524 2.877 -1.244 0.336
I -5.4216 -1.0679 -2.2230 -0.824 -0.036 -0.443 0.575
Sc -3.0442 -1.2235 -0.8692 0.788 10.351 -5.584 0.750
Rh -0.7383 0.0187 -0.3179 -5.989 0.932 -2.593 0.049
S -2.9041 1.1057 -0.2388 -0.130 0.111 0.952 0.031
S -1.7643 0.0250 -2.5063 1.306 -0.485 -0.652 -0.016
C -0.3407 -0.1829 1.5217 -0.841 -0.189 3.143 0.418
C -3.6674 1.6422 1.3931 0.272 0.887 0.467 -0.064
C -0.8759 -0.8416 -3.9180 0.240 0.282 -0.674 -0.061
C -5.1820 1.5887 1.1638 0.190 -0.059 -0.459 -0.638
C -3.2344 0.8111 2.5928 -0.126 -0.123 0.110 -0.641
C -3.1819 3.0929 1.5390 -0.255 0.012 0.027 -0.641
C -1.9194 -0.8183 -5.0460 -0.027 0.333 0.151 -0.640
C -0.4536 -2.2716 -3.6112 0.140 -0.096 0.094 -0.646
C 0.3181 0.0593 -4.2533 -0.133 0.065 -0.021 -0.639
C -3.8233 -1.8709 0.7213 -5.919 -4.783 11.825 0.404
C -2.6845 -3.0103 -1.3798 2.231 -13.234 -3.735 0.410
O -0.0271 -0.2338 2.6274 -1.557 -0.383 1.004 -0.315
O -4.3270 -2.2821 1.6715 1.942 1.587 -3.866 -0.163
O -2.5633 -4.1021 -1.7218 -0.515 4.397 1.349 -0.153
H -5.5274 0.5715 0.9657 -0.079 -0.048 0.137 0.197
H -5.4789 2.2169 0.3195 -0.051 0.004 0.119 0.245
H -5.6849 1.9562 2.0663 0.130 -0.013 -0.168 0.287
H -2.8927 -0.1861 2.3102 0.011 0.010 0.201 0.165
H -4.0933 0.6915 3.2643 0.256 0.000 -0.026 0.276
H -2.4448 1.3167 3.1515 0.014 -0.152 -0.037 0.250
H -2.0891 3.1419 1.5572 -0.093 0.009 0.112 0.206
H -3.5666 3.4987 2.4823 0.079 -0.021 -0.163 0.271
H -3.5459 3.7163 0.7180 0.027 -0.014 0.131 0.244
H -1.4978 -1.3206 -5.9249 -0.052 0.074 0.149 0.282
H -2.1798 0.2069 -5.3228 0.021 -0.126 -0.081 0.246
H -2.8323 -1.3423 -4.7480 0.068 -0.080 -0.131 0.206
H 0.5187 -2.4584 -4.0832 -0.237 -0.090 0.116 0.278
H -1.1666 -2.9854 -4.0276 0.037 -0.024 0.077 0.242
H -0.3438 -2.4556 -2.5411 0.239 -0.039 0.039 0.182
H 0.8423 -0.3638 -5.1185 -0.094 0.104 0.147 0.272
H 1.0227 0.1261 -3.4213 0.060 -0.126 -0.015 0.200
H -0.0065 1.0729 -4.5039 0.037 -0.113 -0.048 0.241
C 4.5405 -1.6587 3.6617 0.041 0.002 0.585 -0.623
C 4.2888 -1.5725 2.1602 1.417 -0.601 0.344 -0.261
N 2.9508 -1.0789 1.8969 -1.420 3.376 -2.888 -0.434
C 2.6018 0.0499 1.0773 7.478 -0.889 3.457 0.235
S 1.1071 0.0359 0.4529 5.029 -1.112 -2.861 0.454
N 3.5111 1.1160 0.7534 -3.446 -3.166 1.003 -0.477
C 4.6034 1.5763 1.5900 1.396 0.518 0.897 -0.256
C 5.9148 1.5840 0.8089 0.383 -0.018 -0.246 -0.627
H 4.4669 -0.6565 4.1317 0.082 -0.591 -0.168 0.225
H 5.5561 -2.0682 3.8455 -0.674 0.227 -0.098 0.280
H 3.7944 -2.3321 4.1345 0.521 0.378 -0.150 0.232
H 5.0661 -0.9708 1.6689 -0.586 -0.025 0.013 0.240
H 4.3770 -2.5933 1.7297 -0.326 0.518 0.065 0.263
H 2.1875 -1.7003 2.2065 0.430 0.634 -0.266 0.436
H 3.3114 1.7102 -0.0596 -0.075 -0.616 0.428 0.435
H 4.3849 2.6183 1.9080 -0.191 -0.534 -0.216 0.258
H 4.6965 0.9894 2.5188 -0.327 0.116 -0.519 0.236
H 5.8242 2.2478 -0.0771 0.196 -0.370 0.499 0.233
H 6.7307 1.9671 1.4572 -0.512 -0.206 -0.457 0.279
H 6.1820 0.5659 0.4614 -0.058 0.562 0.165 0.223
```
Forces are in eV/Å.